No. 1
{"formula": "C16H27NO6", "method": "ωB97M-V/def2-TZVPD", "elements": ["O", "O", "O", "O", "O", "O", "N", "C", "C", "C", "C", "C", "C", "C", "C", "C", "C", "C", "C", "C", "C", "C", "C", "H", "H", "H", "H", "H", "H", "H", "H", "H", "H", "H", "H", "H", "H", "H", "H", "H", "H", "H", "H", "H", "H", "H", "H", "H", "H", "H"], "xyz": [[-3.11499, -0.06815, -0.77678], [3.18927, -0.86054, 0.45355], [0.65715, 2.72810, -2.68527], [-1.32445, 1.34122, -0.98684], [-1.42344, 3.36257, -1.94513], [1.39512, 0.02841, 1.34849], [-1.09363, -0.48698, 0.15100], [-1.90675, 1.39505, -3.30173], [1.41829, 5.27082, -1.22837], [-1.93484, 0.26690, -0.57087], [0.39663, 5.00468, -2.30185], [-0.31480, -1.99052, 2.76395], [0.38126, -4.27728, 3.77066], [1.06941, 5.33105, -3.64372], [-0.51949, -4.10201, 1.38273], [-1.25999, -1.96196, 0.44219], [0.38011, -4.94650, 2.37008], [1.29802, -2.36391, 0.77026], [0.55717, -2.63637, 3.80490], [-2.02106, 2.04879, -1.97501], [1.96936, -0.95208, 0.95634], [-0.13243, 3.54157, -2.19102], [-0.16171, -2.54503, 1.37519], [1.99018, 4.70385, -3.67555], [-2.21067, 2.18754, -4.00530], [-1.61531, -4.17821, 1.57242], [-0.41439, 5.70288, -2.17764], [-0.27563, -0.01992, 0.69524], [1.99098, 4.32890, -0.96876], [-2.29130, -2.14493, 0.83062], [0.42809, 5.20349, -4.51718], [0.91172, 5.71167, -0.37902], [-1.22131, -2.56974, -0.46947], [1.36259, -4.97238, 1.98803], [-0.25959, -4.56103, 0.39476], [-3.14442, 2.07359, -1.78908], [-0.07204, -5.94095, 2.28476], [-1.33802, -2.02640, 3.00778], [3.34052, 0.07044, 0.25248], [-2.72530, 0.64845, -3.33559], [-0.85300, 0.93035, -3.46200], [2.14334, 6.02311, -1.44082], [1.61436, -2.45168, 3.70027], [1.97785, -3.09716, 1.19702], [1.30543, -2.66777, -0.34330], [-0.15465, -0.91482, 2.88277], [1.02046, -4.66658, 4.52956], [-0.49979, -4.62632, 4.17809], [1.22200, 6.43338, -3.63350], [0.26369, -2.30759, 4.70066]], "forces_ev_per_angstrom": [[1.617, 0.920, -0.541], [0.650, -0.778, -0.389], [-1.741, 0.153, 1.788], [0.068, 1.516, -0.364], [-0.885, 0.178, 0.788], [-0.070, 0.467, 0.509], [2.639, -1.138, 2.223], [0.748, -0.938, -0.938], [0.317, -1.213, 1.475], [-2.353, -3.158, 1.305], [-0.698, 0.138, 0.126], [1.188, 1.087, 0.337], [0.762, 1.614, -0.873], [-0.177, -0.107, 0.126], [1.476, 0.366, -0.003], [-0.513, 1.147, -0.193], [-1.645, 1.740, 0.207], [-0.234, 0.203, -0.631], [0.003, -4.485, -3.326], [-0.484, 0.436, -0.114], [-1.635, -1.195, -1.106], [2.789, 0.018, -3.732], [-0.062, -0.463, -1.400], [-0.540, 0.827, -0.493], [0.578, -0.476, -0.253], [0.826, -0.226, 0.022], [-0.567, 0.160, 0.166], [-1.816, -1.004, -1.661], [-0.704, 1.081, -0.072], [0.825, 0.177, 0.125], [0.057, -0.589, 0.019], [-0.053, -0.520, 0.712], [0.064, 0.509, -0.292], [1.178, -0.241, -0.675], [-0.677, 0.652, 0.416], [1.609, 0.798, 0.532], [0.422, -0.040, 0.741], [-1.498, -0.751, 0.597], [0.201, 0.285, 0.271], [0.746, 0.066, -0.094], [-2.023, 1.013, -0.035], [0.566, 0.496, -0.860], [0.382, 0.322, -0.303], [0.082, -0.031, 0.289], [-0.069, 0.913, 1.517], [0.305, 0.048, -0.746], [1.434, -0.556, -0.012], [-2.699, 0.224, 0.986], [0.581, -0.778, 0.126], [-0.972, 1.135, 3.701]], "lowdin_charge": [0.0615, 0.1320, 0.0776, 0.0934, 0.0820, 0.0815, 0.1130, -0.0158, -0.0795, -0.5899, -0.3408, -0.1778, -0.1334, -0.0681, -0.1234, -0.1072, -0.1704, 0.0034, -0.1108, -0.3516, -0.4867, -0.4059, -0.4100, 0.0967, 0.1029, 0.1271, 0.1247, 0.1440, 0.1099, 0.1322, 0.0759, 0.0762, 0.1213, 0.0728, 0.1218, 0.1812, 0.1092, 0.1129, 0.1338, 0.0945, 0.1320, 0.0635, 0.1067, 0.1045, 0.1617, 0.1179, 0.0850, 0.0680, 0.0902, 0.0602], "homo_lumo_gap_ev": 9.79, "total_charge": 0, "smiles": "CC(C)C(=O)O[C@@H](C)OC(=O)NCC1(CC(=O)O)CCCCC1"}

---

No. 2
{"formula": "C16H28AsF12N7O5Se2W", "method": "ωB97M-V/def2-TZVPD", "elements": ["W", "Se", "Se", "As", "F", "F", "F", "F", "F", "F", "F", "F", "F", "F", "F", "F", "O", "O", "O", "O", "O", "N", "N", "N", "N", "N", "N", "N", "C", "C", "C", "C", "C", "C", "C", "C", "C", "C", "C", "C", "C", "C", "C", "C", "H", "H", "H", "H", "H", "H", "H", "H", "H", "H", "H", "H", "H", "H", "H", "H", "H", "H", "H", "H", "H", "H", "H", "H", "H", "H", "H", "H"], "xyz": [[-2.37043, -1.02938, 1.35416], [1.30695, -0.81567, -0.45570], [0.52464, -0.30684, -2.59805], [-5.72810, -0.01320, 0.34259], [-3.83557, -2.13302, 0.76153], [-1.17023, 1.99303, 2.78205], [0.38731, 2.07080, 4.26546], [-6.33826, -0.54447, -1.16588], [1.72588, -1.11980, 2.85007], [0.72413, -1.96094, 4.57083], [-2.69913, -2.11499, 2.88882], [-6.02986, 1.65489, 0.07262], [-3.39963, 0.27159, 2.21482], [-4.07026, 0.11706, -0.25874], [1.72881, -0.06460, 4.73496], [0.86760, 1.52055, 2.22601], [3.18257, 1.69201, -1.46421], [4.04770, -2.46437, -3.70268], [-1.31733, -3.40537, -1.62096], [-0.77612, -0.68175, 2.33437], [-1.90691, -1.51274, -0.75339], [-1.13370, -4.64376, 2.22462], [-0.48833, -3.72181, 3.03627], [-1.33725, -3.02342, 0.61862], [-1.92628, -5.27832, 0.17733], [-0.95198, 2.81165, -0.70427], [-1.51848, -2.70967, -0.66855], [-1.65338, 0.70720, 0.32022], [-1.93753, 3.85988, -1.03656], [-1.45313, -4.33040, 0.97600], [0.70705, 3.64018, -2.30352], [4.09717, 0.61641, -1.63464], [2.34512, -0.11883, -3.32554], [-1.32783, -0.15707, 4.67693], [-0.24901, 4.78037, -2.64394], [0.48058, 3.13077, -0.89025], [-0.33568, -0.09593, 3.52322], [2.86588, -1.58769, -1.33153], [-1.32803, 1.70465, -0.16640], [4.55523, -1.27264, -3.13061], [-0.04452, 1.39489, 3.19909], [-1.70123, 4.34673, -2.45645], [3.43547, -0.57967, -2.34015], [0.98618, -0.81131, 3.91448], [-1.40440, -5.55072, 2.58018], [-2.11802, -5.08442, -0.79144], [2.49829, 0.91861, -3.61232], [2.55587, -2.49789, -1.83882], [4.94994, 0.95405, -2.23584], [4.48293, 0.28469, -0.66417], [4.91752, -0.58686, -3.90446], [-1.12018, -3.35845, 3.73746], [0.34242, -4.12986, 3.44223], [3.65333, 2.41213, -1.03320], [3.60009, -1.83193, -0.56259], [-1.60910, -1.18624, 4.87496], [0.56264, 2.80780, -2.99617], [-1.80594, 4.67755, -0.32180], [0.73588, 3.90035, -0.15439], [-2.93498, 3.44419, -0.90257], [4.71114, -2.84243, -4.28666], [-0.08899, 5.10944, -3.67092], [1.06619, 2.23577, -0.68438], [-0.88228, 0.27242, 5.57290], [5.39133, -1.49002, -2.45394], [2.35270, -0.76035, -4.20343], [-2.38326, 5.17351, -2.65937], [-1.94499, 3.54219, -3.15539], [-2.22276, 0.40437, 4.41787], [-0.04125, 5.64212, -2.00041], [1.74616, 3.96080, -2.39118], [-1.95035, -6.23580, 0.48478]], "forces_ev_per_angstrom": [[0.773, -0.511, 0.007], [0.056, -0.046, 0.054], [-0.034, 0.082, -0.035], [0.054, 0.005, -0.059], [-0.113, 0.014, -0.052], [0.045, 0.007, 0.021], [-0.020, 0.010, -0.032], [-0.014, -0.008, -0.010], [0.000, 0.002, 0.024], [0.029, 0.055, 0.008], [-0.114, 0.034, -0.006], [-0.021, 0.025, -0.005], [-0.130, 0.155, 0.056], [-0.233, 0.106, -0.126], [0.000, -0.032, 0.000], [-0.017, 0.019, 0.005], [0.078, -0.019, -0.029], [0.000, 0.009, -0.004], [-0.017, 0.033, 0.009], [0.002, 0.157, -0.189], [-0.044, -0.036, 0.101], [0.031, -0.008, 0.015], [0.020, -0.064, 0.001], [-0.080, 0.135, 0.114], [0.001, -0.026, 0.037], [-0.026, 0.061, -0.042], [-0.069, 0.013, -0.016], [-0.228, -0.041, 0.007], [-0.005, -0.002, 0.028], [-0.028, -0.035, -0.043], [-0.023, -0.014, 0.022], [0.036, -0.020, 0.021], [0.003, -0.049, -0.024], [-0.005, -0.004, 0.015], [-0.004, 0.008, -0.019], [-0.039, -0.006, 0.055], [-0.025, -0.037, 0.088], [0.016, 0.048, -0.050], [0.171, -0.038, 0.048], [0.009, -0.008, 0.000], [0.012, -0.017, 0.020], [0.001, -0.010, 0.002], [-0.044, -0.026, 0.049], [0.008, 0.008, 0.002], [-0.010, 0.005, -0.002], [0.003, 0.007, 0.006], [0.001, -0.010, -0.004], [0.010, 0.004, 0.012], [-0.012, 0.008, -0.008], [-0.005, 0.013, -0.003], [-0.008, 0.001, -0.006], [0.005, 0.000, -0.018], [-0.014, -0.006, -0.022], [0.014, -0.002, 0.009], [0.004, 0.004, 0.004], [0.002, 0.017, 0.001], [0.010, -0.007, -0.014], [-0.008, -0.001, 0.005], [0.011, -0.001, 0.010], [-0.002, 0.001, -0.010], [0.002, -0.001, 0.002], [0.002, 0.002, 0.001], [-0.051, 0.012, -0.027], [0.004, 0.007, 0.001], [0.002, 0.007, 0.005], [0.017, 0.023, -0.013], [-0.003, -0.002, 0.005], [0.006, 0.000, 0.000], [0.008, -0.002, 0.009], [0.001, -0.003, 0.002], [-0.012, -0.002, -0.010], [0.011, -0.005, -0.005]], "lowdin_charge": [1.9160, 0.6762, 0.6812, 1.2464, -0.4611, 0.1507, 0.1761, -0.3445, 0.1471, 0.1339, -0.3902, -0.3560, -0.4000, -0.4288, 0.1803, 0.1543, -0.1037, -0.0476, 0.1342, -0.3136, -0.1706, 0.0240, 0.0618, 0.0561, 0.2372, -0.0398, -0.4171, 0.0630, -0.1081, -0.3399, -0.1802, -0.2009, -0.4339, 0.0260, -0.1887, -0.1319, -0.3664, -0.4745, -0.1950, -0.2193, -0.5657, -0.1685, -0.5579, -0.5559, 0.1690, 0.1143, 0.0689, 0.0701, 0.1309, 0.1321, 0.1344, 0.0799, 0.1091, 0.1054, 0.0846, 0.0844, 0.0937, 0.1349, 0.1385, 0.1309, 0.1016, 0.1156, 0.0717, 0.1126, 0.1364, 0.0676, 0.1199, 0.1232, 0.0938, 0.1188, 0.1161, 0.1369], "homo_lumo_gap_ev": [6.38, 6.30], "multiplicity": 2, "total_charge": 1}

---

For each record above, in turn, the calculated ΔE to the lowest compared entry with this formula, charge and spin values are 328.3, 0.0 kJ/mol.
For each record above, in turn, the calculated calculated total energy values are -1132.04710, -9690.00848 Ha.
For each record above, in turn, the calculated max |F| values are 5.58, 0.93 eV/A.